No. 1
{
  "formula": "C2H7AgO2",
  "method": "wB97M-V/def2-TZVPD",
  "lumo_energy_ev": [4.2, 4.0],
  "de_lowest_kcal_mol": 0.0,
  "orbital_gap_ev": [5.6, 8.4],
  "spin_multiplicity": 2,
  "homo_energy_ev": [-1.46, -4.33],
  "total_charge": -1,
  "symbols": ["H", "H", "O", "Ag", "O", "C", "C", "H", "H", "H", "H", "H"],
  "coordinates": [[-0.792, 0.564, -0.167], [1.393, -0.582, -0.849], [-0.838, -0.803, -0.831], [-2.065, -2.051, 0.049], [-0.223, 1.397, 0.173], [0.519, -0.885, -1.457], [0.113, 1.209, 1.522], [0.160, 2.191, 2.011], [-0.641, 0.607, 2.062], [0.566, -0.406, -2.454], [1.090, 0.707, 1.636], [0.716, -1.949, -1.696]],
  "forces_ev_per_a": [[1.590, 0.713, 0.156], [-0.739, 0.384, 0.113], [3.951, 1.936, -2.230], [-1.513, -1.749, 1.117], [-1.060, -0.423, 0.048], [-1.826, -1.412, 0.249], [-0.325, -0.039, -0.200], [0.121, -0.117, 0.068], [0.236, 0.103, -0.118], [-0.228, 0.356, 0.566], [-0.104, 0.060, 0.056], [-0.104, 0.186, 0.175]],
  "lowdin_spin": [0.004, 0.001, 0.132, 0.821, 0.009, 0.015, 0.006, 0.000, 0.006, 0.002, 0.000, 0.004]
}

---

No. 2
{
  "formula": "C2H7BO2S",
  "method": "wB97M-V/def2-TZVPD",
  "lumo_energy_ev": -0.3,
  "de_lowest_kcal_mol": 62.6,
  "orbital_gap_ev": 8.6,
  "spin_multiplicity": 1,
  "homo_energy_ev": -8.85,
  "symbols": ["C", "B", "C", "H", "H", "S", "H", "H", "H", "O", "H", "O", "H"],
  "coordinates": [[2.062, -0.206, 2.548], [-0.827, 0.647, -1.357], [-0.608, 0.001, 0.065], [-1.533, -0.108, 0.556], [-0.320, -1.095, 0.076], [1.875, -1.621, 1.617], [-1.280, -0.950, -2.244], [3.085, 0.373, 2.308], [-1.032, 2.319, -2.397], [-1.412, -0.030, -2.400], [0.116, 0.515, 0.650], [-0.742, 1.939, -1.490], [0.617, -1.785, 2.068]],
  "forces_ev_per_a": [[1.548, 0.452, -0.959], [-1.343, -2.070, 0.535], [1.163, -2.102, -1.272], [-1.425, 0.625, 0.821], [0.102, 1.144, -0.547], [0.430, 1.660, 1.123], [-0.226, -1.183, -0.134], [-1.749, -1.742, 0.178], [0.735, -1.208, 2.303], [0.409, 0.191, -0.315], [0.304, 0.497, 0.662], [-0.017, 4.249, -2.268], [0.070, -0.513, -0.127]],
  "mulliken_charge": [-0.307, 0.456, -0.798, 0.404, 0.126, -0.056, 0.279, 0.170, 0.333, -0.567, 0.247, -0.492, 0.206]
}

---

No. 3
{
  "formula": "C2H7BrO2Si",
  "method": "wB97M-V/def2-TZVPD",
  "lumo_energy_ev": 0.3,
  "smiles": "CO[SiH2]Br.C=O",
  "de_lowest_kcal_mol": 46.1,
  "orbital_gap_ev": 10.7,
  "spin_multiplicity": 1,
  "homo_energy_ev": -10.34,
  "symbols": ["H", "O", "H", "H", "H", "H", "C", "Br", "H", "Si", "H", "O", "C"],
  "coordinates": [[-2.064, -0.952, 1.658], [1.535, -1.637, 0.358], [2.269, -1.102, -1.568], [0.315, 1.101, -0.845], [-1.700, -1.107, -0.702], [0.328, 2.493, 0.241], [0.078, 1.495, 0.073], [-4.031, 0.347, -0.024], [0.812, 0.920, 0.867], [-2.044, -0.267, 0.369], [3.398, -1.197, -0.199], [-1.237, 1.133, 0.205], [2.343, -1.226, -0.432]],
  "forces_ev_per_a": [[0.342, 0.052, 0.272], [-0.119, 0.759, -0.755], [-1.138, 0.224, 1.067], [1.585, -0.213, -2.468], [0.573, -1.119, -0.961], [-0.342, 1.866, -0.123], [2.190, -3.328, 3.328], [-2.025, 0.452, -0.237], [-1.766, 1.144, -1.648], [0.821, 0.556, 0.479], [0.750, 0.501, 0.808], [-1.361, 0.632, 1.367], [0.492, -1.527, -1.130]],
  "mulliken_charge": [-0.108, -0.376, 0.216, 0.281, -0.134, 0.298, -0.505, -0.225, 0.145, 0.417, 0.252, -0.177, -0.085]
}

---

No. 4
{
  "formula": "C2H7Cl2N2P",
  "method": "wB97M-V/def2-TZVPD",
  "lumo_energy_ev": 0.6,
  "smiles": "CNN(C)P(Cl)Cl",
  "de_lowest_kcal_mol": 53.6,
  "orbital_gap_ev": 8.2,
  "spin_multiplicity": 1,
  "homo_energy_ev": -7.59,
  "symbols": ["H", "P", "N", "C", "H", "H", "C", "H", "H", "Cl", "N", "Cl", "H", "H"],
  "coordinates": [[-1.172, 2.266, -1.009], [1.203, 0.022, 2.320], [0.048, 0.593, -0.269], [-1.305, 1.248, -0.406], [-1.428, 1.493, 0.715], [-1.954, 0.649, -0.932], [0.889, -1.592, -0.148], [0.727, 0.621, -0.978], [1.769, -1.125, -0.678], [-0.103, 1.374, 2.897], [0.186, -0.515, 0.501], [0.571, -1.627, 3.373], [1.312, -2.242, 0.597], [0.253, -2.245, -0.667]],
  "forces_ev_per_a": [[-0.125, -2.151, 1.393], [-0.060, -1.859, -2.718], [-0.700, 0.677, 0.102], [4.009, 3.049, 2.056], [-1.217, -0.328, -2.251], [-1.948, -1.400, -0.622], [2.145, 1.679, 1.015], [0.562, 0.452, -1.364], [-0.751, -0.995, -0.314], [-0.941, 1.024, 0.426], [-0.402, 0.434, 3.183], [0.047, -0.003, -0.020], [0.326, -0.187, 0.636], [-0.946, -0.392, -1.521]],
  "mulliken_charge": [0.253, 0.355, -0.215, -0.506, 0.080, 0.293, -0.824, 0.227, 0.342, -0.157, -0.256, -0.198, 0.308, 0.299]
}

---

No. 5
{
  "formula": "C2H7Cl2NSi",
  "method": "wB97M-V/def2-TZVPD",
  "lumo_energy_ev": 0.7,
  "smiles": "CN[Si](C)(Cl)Cl",
  "de_lowest_kcal_mol": 7.3,
  "orbital_gap_ev": 10.1,
  "spin_multiplicity": 1,
  "homo_energy_ev": -9.39,
  "symbols": ["H", "Cl", "H", "H", "H", "H", "N", "H", "Si", "Cl", "C", "C", "H"],
  "coordinates": [[0.828, 2.470, 0.397], [-0.483, -0.938, -2.213], [0.049, 1.772, -1.133], [-1.481, -0.344, 1.367], [-1.990, -2.134, 1.232], [1.837, 2.118, -0.862], [1.082, 0.410, 0.031], [-2.413, -0.868, 0.080], [0.145, -0.988, -0.283], [1.408, -2.413, 0.223], [-1.554, -1.181, 0.681], [0.858, 1.774, -0.419], [1.713, 0.322, 0.899]],
  "forces_ev_per_a": [[-1.162, 0.325, 0.559], [0.208, -0.019, -0.637], [-0.171, 0.555, -0.049], [-0.010, -0.075, 0.784], [1.638, 1.784, -1.040], [-1.090, -0.269, -0.480], [0.616, -0.669, 2.094], [0.294, -0.085, -0.511], [-2.186, 1.040, 1.012], [0.953, -1.585, 0.277], [-0.374, -0.941, 0.345], [2.641, -0.283, -0.289], [-1.356, 0.224, -2.065]],
  "mulliken_charge": [0.274, -0.268, 0.307, 0.321, 0.296, 0.259, -0.234, 0.303, 0.574, -0.243, -1.021, -0.805, 0.236]
}

---

No. 6
{
  "formula": "C2H7DyO3",
  "method": "wB97M-V/def2-TZVPD",
  "lumo_energy_ev": [-11.4, -13.0],
  "orbital_gap_ev": [5.5, 3.9],
  "spin_multiplicity": 6,
  "homo_energy_ev": [-16.92, -16.91],
  "total_charge": 2,
  "symbols": ["C", "C", "H", "Dy", "O", "H", "O", "O", "H", "H", "H", "H", "H"],
  "coordinates": [[-0.039, -0.954, -0.403], [0.629, -0.799, 0.951], [-0.333, 3.473, -1.121], [-2.506, 1.675, -0.409], [-0.797, 2.698, -1.442], [0.056, 1.220, -1.408], [-0.639, 0.243, -0.850], [1.030, -2.084, 1.372], [-0.083, -0.357, 1.670], [-0.813, -1.734, -0.348], [1.490, -0.114, 0.865], [0.707, -1.215, -1.171], [1.297, -2.053, 2.294]],
  "forces_ev_per_a": [[0.875, -1.457, -0.005], [0.433, -0.022, 0.364], [0.307, 0.616, -0.094], [4.965, -0.133, -2.299], [-2.701, -1.948, 1.664], [-2.713, -2.690, 2.049], [-0.595, 5.301, -1.436], [-0.412, 0.459, -0.505], [-0.104, 0.068, -0.075], [0.244, 0.194, -0.137], [-0.173, -0.081, 0.051], [-0.293, -0.249, 0.305], [0.168, -0.059, 0.119]],
  "lowdin_spin": [0.003, 0.001, -0.001, 4.975, 0.024, 0.002, -0.008, 0.000, 0.000, 0.000, 0.000, 0.002, 0.000]
}

---

No. 7
{
  "formula": "C2H7FSi",
  "method": "wB97M-V/def2-TZVPD",
  "lumo_energy_ev": 1.1,
  "smiles": "C[SiH2]CF",
  "de_lowest_kcal_mol": 71.2,
  "orbital_gap_ev": 11.4,
  "spin_multiplicity": 1,
  "homo_energy_ev": -10.34,
  "symbols": ["H", "Si", "H", "C", "F", "H", "H", "C", "H", "H", "H"],
  "coordinates": [[-1.466, 0.115, -1.427], [0.305, 0.626, 0.324], [0.305, 0.909, 1.726], [-1.441, 0.468, -0.462], [-2.161, -0.518, 0.310], [2.085, -0.845, -0.622], [0.708, -1.747, -0.234], [1.320, -0.988, 0.091], [-2.049, 1.428, -0.127], [0.620, 1.788, -0.552], [1.775, -1.237, 0.972]],
  "forces_ev_per_a": [[-0.216, -0.069, -2.490], [-0.312, -0.878, -1.955], [-0.251, 0.477, 0.823], [-1.202, 1.447, 5.408], [0.165, -0.217, -0.324], [0.894, 0.177, -0.967], [-1.519, -1.863, -0.686], [-0.706, 3.159, -0.831], [1.313, -1.528, -1.705], [0.764, 0.044, 0.329], [1.070, -0.749, 2.398]],
  "mulliken_charge": [0.282, 0.476, -0.129, -0.284, -0.312, 0.341, 0.363, -1.134, 0.177, -0.123, 0.343]
}

---

No. 8
{
  "formula": "C2H7N2",
  "method": "wB97M-V/def2-TZVPD",
  "lumo_energy_ev": [-7.2, -5.8],
  "de_lowest_kcal_mol": 153.7,
  "orbital_gap_ev": [6.5, 8.7],
  "spin_multiplicity": 1,
  "homo_energy_ev": [-13.70, -14.44],
  "total_charge": 1,
  "symbols": ["N", "N", "H", "H", "H", "H", "H", "H", "C", "H", "C"],
  "coordinates": [[-0.986, -1.962, 0.604], [1.020, 0.223, -0.736], [0.435, 2.057, 0.280], [-0.443, -2.476, -0.044], [-1.881, -0.164, 1.258], [0.830, 2.294, -1.271], [0.339, -0.075, -1.443], [-1.374, -2.458, 1.380], [1.182, 1.588, -0.550], [2.221, 1.719, -0.061], [-1.343, -0.746, 0.582]],
  "forces_ev_per_a": [[-1.804, 1.928, 1.416], [-1.258, -1.318, 0.557], [1.399, -1.444, -0.866], [0.862, -0.233, -1.081], [-1.055, 0.720, 1.226], [0.565, 0.233, -1.377], [0.206, 0.796, -0.274], [-0.073, -1.168, 0.713], [0.065, 1.296, 3.164], [-1.637, 0.371, -1.056], [2.730, -1.182, -2.423]],
  "mulliken_charge": [-0.136, -0.419, 0.216, 0.278, 0.346, 0.346, 0.297, 0.280, -0.582, 0.297, 0.078]
}

---

No. 9
{
  "formula": "C2H7N2",
  "method": "wB97M-V/def2-TZVPD",
  "lumo_energy_ev": -3.8,
  "smiles": "C/[NH+]=C/N",
  "de_lowest_kcal_mol": 2.5,
  "orbital_gap_ev": 11.9,
  "spin_multiplicity": 1,
  "homo_energy_ev": -15.70,
  "total_charge": 1,
  "symbols": ["H", "H", "C", "N", "H", "H", "H", "N", "C", "H", "H"],
  "coordinates": [[0.503, 2.360, -0.497], [1.220, -0.006, -0.770], [0.274, -1.680, 0.083], [-0.349, 1.960, -0.138], [-1.148, 2.569, -0.010], [1.215, -2.035, 0.499], [-0.031, -2.157, -0.838], [0.424, -0.239, -0.195], [-0.420, 0.677, 0.165], [-0.481, -1.806, 0.858], [-1.208, 0.357, 0.843]],
  "forces_ev_per_a": [[-0.078, 0.121, -0.345], [0.020, 0.236, -0.167], [-0.069, 0.643, 0.636], [0.037, -0.219, 0.086], [0.274, -0.118, 0.265], [-0.023, -0.238, -0.317], [0.148, -0.365, -0.007], [0.207, -0.172, 0.001], [-0.172, 0.129, 0.465], [-0.080, -0.044, -0.161], [-0.263, 0.028, -0.458]],
  "mulliken_charge": [0.232, 0.246, -0.695, -0.318, 0.254, 0.296, 0.305, -0.201, 0.320, 0.293, 0.267]
}

---

No. 10
{
  "formula": "C2H7N2O",
  "method": "wB97M-V/def2-TZVPD",
  "lumo_energy_ev": [4.8, 4.8],
  "de_lowest_kcal_mol": 103.6,
  "orbital_gap_ev": [6.8, 6.8],
  "spin_multiplicity": 1,
  "homo_energy_ev": [-2.04, -2.04],
  "total_charge": -1,
  "symbols": ["O", "H", "H", "C", "C", "N", "H", "H", "H", "N", "H", "H"],
  "coordinates": [[2.134, 0.245, 0.446], [0.342, 1.858, -0.891], [-0.560, -1.964, -0.004], [-0.988, -1.053, 0.279], [-0.144, 1.230, -0.121], [1.696, -0.775, -0.198], [0.559, 1.366, 0.779], [-2.162, -1.142, 0.097], [1.712, -0.652, -1.203], [-0.409, -0.073, -0.544], [-1.201, 1.736, 0.044], [-0.979, -0.775, 1.315]],
  "forces_ev_per_a": [[0.714, -1.518, -1.142], [-0.218, -0.464, -0.103], [0.503, -1.693, 0.288], [-3.193, 2.152, -0.492], [-2.080, 1.192, 0.918], [-1.030, 1.233, 2.240], [-0.988, -0.349, -0.520], [1.453, -0.012, 0.049], [0.301, 0.793, -0.906], [2.235, -0.608, -1.952], [1.723, -0.310, 0.364], [0.580, -0.415, 1.254]],
  "mulliken_charge": [-0.499, 0.225, 0.293, -0.714, -0.730, -0.169, 0.284, 0.224, 0.176, -0.678, 0.301, 0.288]
}

---

No. 11
{
  "formula": "C2H7N2O",
  "method": "wB97M-V/def2-TZVPD",
  "lumo_energy_ev": 4.3,
  "de_lowest_kcal_mol": 35.1,
  "orbital_gap_ev": 6.2,
  "spin_multiplicity": 1,
  "homo_energy_ev": -1.92,
  "total_charge": -1,
  "symbols": ["O", "N", "C", "H", "H", "H", "H", "N", "H", "H", "H", "C"],
  "coordinates": [[-0.896, 1.380, 1.008], [-1.125, -0.880, -1.975], [0.422, 1.323, 1.430], [0.829, -2.128, -1.714], [0.497, 2.069, 2.230], [-1.964, -0.315, -1.970], [1.155, -1.722, 0.022], [0.588, -1.744, -0.801], [-1.036, 0.747, 0.245], [1.142, 1.596, 0.648], [0.735, 0.358, 1.834], [-0.348, -0.684, -0.956]],
  "forces_ev_per_a": [[-1.027, 0.229, -0.115], [0.284, -0.825, -0.547], [0.222, 0.507, 0.108], [0.494, -0.547, 0.543], [0.220, -0.074, 0.053], [0.390, 0.689, 0.017], [0.677, 0.007, -0.436], [-1.005, 1.066, -0.790], [1.016, -0.327, 0.258], [-0.028, -0.062, -0.070], [-0.097, -0.249, 0.012], [-1.146, -0.414, 0.965]],
  "mulliken_charge": [-0.445, -0.839, -0.563, 0.400, 0.235, 0.212, 0.211, -0.450, 0.456, 0.253, 0.196, -0.666]
}

---

No. 12
{
  "formula": "C2H7N2O",
  "method": "wB97M-V/def2-TZVPD",
  "lumo_energy_ev": 4.4,
  "de_lowest_kcal_mol": 34.8,
  "orbital_gap_ev": 6.3,
  "spin_multiplicity": 1,
  "homo_energy_ev": -1.95,
  "total_charge": -1,
  "symbols": ["H", "N", "H", "N", "H", "H", "H", "C", "H", "C", "O", "H"],
  "coordinates": [[2.773, 0.325, -1.484], [-1.758, -0.739, -0.297], [-1.216, 0.639, 2.452], [-1.357, 0.603, 1.458], [1.121, 0.883, -1.675], [1.914, 0.984, -0.071], [-1.800, -1.741, -0.475], [-1.102, -0.635, 0.839], [0.470, -0.828, -0.253], [1.806, 0.381, -0.979], [1.372, -0.912, -0.659], [-2.224, 1.040, 1.145]],
  "forces_ev_per_a": [[0.119, -0.107, 0.078], [-0.469, -0.269, 0.871], [0.100, -0.086, -0.053], [0.263, 0.306, -0.262], [-0.061, 0.099, 0.140], [0.016, 0.236, -0.070], [0.599, 0.155, -0.681], [-0.841, 0.069, 0.170], [0.433, -0.333, 0.011], [-0.186, -0.106, -0.032], [0.001, 0.003, -0.193], [0.025, 0.033, 0.021]],
  "mulliken_charge": [0.234, -0.689, 0.300, -0.474, 0.251, 0.253, 0.285, -0.792, 0.353, -0.573, -0.444, 0.296]
}

---

no.,molecular weight (g mol⁻¹),DFT total energy (eV)
1,170.9,-10279.7461
2,106.0,-17793.2946
3,171.1,-84202.3099
4,161.0,-39499.8444
5,144.1,-36603.3801
6,241.6,-32392.4392
7,78.2,-12781.3720
8,59.1,-5154.8016
9,59.1,-5161.3553
10,75.1,-7210.8890
11,75.1,-7213.8579
12,75.1,-7213.8708